one.
39
Properties=species:S:1:pos:R:3 method="wB97M-V/def2-TZVPD" lumo_ev=-0.068 homo_energy_ev=-9.21 smiles=CC[C@@H](CN)NC.O.O.O.O.O.O
C 2.6110 1.4574 -0.0846
C 1.1915 1.0783 -0.5000
C 0.0178 1.6012 0.3421
C 0.1324 3.0796 0.6852
N -1.0269 3.4761 1.4543
N -1.2307 1.2589 -0.3575
C -2.2234 0.5746 0.4773
H 3.1729 1.3384 -1.0093
H 2.7584 2.5044 0.1234
H 3.0829 0.8887 0.7112
H 1.1426 -0.0088 -0.6427
H 1.0825 1.3316 -1.5571
H 0.0770 1.0290 1.2702
H 0.2490 3.6695 -0.2245
H 1.0541 3.2805 1.2286
H -1.0897 4.4439 1.7186
H -1.2676 2.8458 2.1987
H -1.7197 2.0844 -0.6598
H -2.3524 0.8274 1.5319
H -3.2148 0.7336 0.0528
H -2.0830 -0.5000 0.3933
O 1.6423 -2.9856 -2.1871
H 1.2791 -3.4805 -2.9235
H 0.8937 -2.6390 -1.6620
O -1.4817 -1.2826 -3.6508
H -1.9620 -0.8890 -2.9227
H -0.5838 -1.4770 -3.3819
O -0.7592 -0.7083 2.9909
H -1.7145 -0.8729 2.9717
H -0.6430 -1.0620 2.0980
O 3.4676 -1.9084 -0.6837
H 2.7669 -1.4947 -1.1966
H 3.2644 -2.8275 -0.8943
O -0.4552 -2.0773 -0.7525
H -0.2153 -1.1441 -0.8064
H -0.7418 -2.1911 0.1676
O -1.5025 -3.0760 1.6208
H -2.3831 -3.4733 1.5704
H -1.2357 -3.4053 2.4898

***

two.
39
Properties=species:S:1:pos:R:3 method="wB97M-V/def2-TZVPD" lumo_ev=0.099 homo_energy_ev=-9.45 smiles=CCCCNCN.O.O.O.O.O.O
C 3.7755 -0.5378 -0.4467
C 2.9674 -1.3463 0.5550
C 2.8918 -0.6764 1.8736
C 2.2933 0.7480 1.8035
N 0.8970 0.6416 2.3442
C -0.1431 1.3022 1.6162
N -0.1563 1.1655 0.0567
H 3.2224 0.3065 -0.7601
H 4.1903 -1.0893 -1.3047
H 4.6022 -0.1056 0.0742
H 3.4458 -2.4044 0.6651
H 1.9029 -1.6864 0.1731
H 2.2816 -1.3198 2.6145
H 3.9425 -0.6761 2.4394
H 2.2994 1.2545 0.7936
H 2.7921 1.5258 2.4803
H 0.6062 -0.4066 2.3180
H -1.0396 0.7635 1.6952
H -0.1910 2.4222 2.0030
H -0.3803 2.0420 -0.3666
H 0.6447 0.9246 -0.4550
O -1.0846 -0.8093 -3.7864
H -0.6342 -1.5487 -3.1180
H -1.5580 -0.2690 -3.1756
O -3.5922 -0.1607 -1.6724
H -3.4119 0.7536 -1.5984
H -4.2991 -0.5215 -1.4281
O -3.3378 -2.6583 -0.3702
H -2.8152 -2.9476 0.3774
H -2.8003 -2.2646 -1.0048
O -2.0805 3.0296 -1.4186
H -1.8864 3.0717 -2.3035
H -1.4686 3.6472 -0.9419
O -0.8854 -1.3954 -0.9299
H -1.3845 -0.5637 -0.7363
H -0.4207 -1.4580 -0.0175
O -3.1664 0.4115 0.9617
H -3.6344 -0.0391 0.3747
H -2.3848 0.8748 0.6153

***

Relative stability in hartree, measured from the most stable structure: one 0.0000; two 0.1090

***

one.
29
Properties=species:S:1:pos:R:3 method="wB97M-V/def2-TZVPD" lumo_ev=0.306 homo_energy_ev=-8.19 smiles="CC/C=C/N.O.O.O.O.O"
C 2.1359 1.8953 -0.0705
C 1.1606 1.0952 -0.9079
C 0.9943 -0.3613 -0.5461
C -0.2127 -0.9055 -0.3814
N -0.5243 -2.1501 0.1067
H 1.6514 2.1182 0.8795
H 2.2976 2.8921 -0.4820
H 3.0643 1.3864 0.1755
H 0.1979 1.6327 -0.9132
H 1.2980 1.2274 -1.9970
H 1.9428 -0.8274 -0.2932
H -1.0031 -0.3763 -0.8773
H -1.4297 -2.5164 -0.1145
H 0.1310 -2.7034 0.6244
O -0.7075 -0.1635 3.1194
H -1.1337 -0.5153 2.3278
H -0.6835 0.7737 2.8890
O -3.6090 -0.9478 -1.8865
H -3.4888 -1.8804 -2.1077
H -3.2651 -0.5402 -2.6926
O 0.4157 -1.0721 -3.5558
H 0.6107 -1.9805 -3.3355
H 0.7995 -0.4933 -2.8846
O 2.3811 -0.6074 2.8511
H 1.4423 -0.7528 2.8420
H 2.4811 0.2630 3.2429
O -2.2126 1.9298 1.6797
H -3.0865 1.6395 1.4074
H -1.6478 1.9400 0.9004

***

two.
29
Properties=species:S:1:pos:R:3 method="wB97M-V/def2-TZVPD" lumo_ev=0.496 homo_energy_ev=-9.92 smiles=C[C@H](O)CCN.O.O.O.O
C -0.7407 1.1545 -1.7914
C -0.0864 0.0760 -0.9794
O 1.3291 0.1806 -1.0329
C -0.5117 -1.3525 -1.4307
C 0.4496 -2.4277 -0.9037
N 0.7403 -2.2233 0.5335
H -0.4913 1.1254 -2.8695
H -0.4420 2.1651 -1.4586
H -1.8235 1.1274 -1.6891
H -0.2534 0.2448 0.1058
H 1.6216 0.3495 -1.9502
H -1.5547 -1.5645 -1.1364
H -0.5071 -1.3703 -2.5464
H -0.0204 -3.4940 -1.0285
H 1.3712 -2.4395 -1.5417
H 1.2853 -1.3882 0.5971
H 1.2449 -3.0272 0.9869
O 1.8394 2.2656 0.5901
H 1.5535 1.8604 1.3995
H 1.7485 1.5094 -0.0352
O -1.4744 -1.1614 2.0110
H -0.8085 -1.7382 1.5485
H -2.1986 -1.0637 1.3684
O -0.7307 3.0203 0.7792
H -0.7075 2.3643 1.4710
H 0.2050 3.0525 0.5463
O -0.1308 1.1120 2.5805
H -0.2875 1.2999 3.4836
H -0.6193 0.3429 2.3922

***

Relative stability in hartree, measured from the most stable structure: one 0.0434; two 0.0000

***

one.
36
Properties=species:S:1:pos:R:3 method="wB97M-V/def2-TZVPD" lumo_ev=0.684 homo_energy_ev=-8.15 smiles="C=CCc1ccc(OCCn2cncn2)c(OC)c1"
C 4.0527 4.0763 2.2661
C 4.0863 3.2207 1.2627
C 4.0508 1.7289 1.4152
C 2.8160 1.1845 0.7455
C 2.8704 0.5919 -0.4997
C 1.7131 0.1321 -1.1167
C 0.4870 0.2648 -0.4943
O -0.7112 -0.1470 -1.0086
C -0.7214 -0.8029 -2.2497
C -2.1709 -1.1898 -2.5497
N -2.6966 -2.0904 -1.5625
C -2.2260 -3.2755 -1.1334
N -3.0123 -3.7658 -0.2057
C -3.9739 -2.8287 -0.0900
N -3.8170 -1.8051 -0.8934
C 0.4179 0.8733 0.7784
O -0.8285 0.9632 1.3154
C -0.9687 1.5540 2.5825
C 1.5807 1.3239 1.3753
H 4.0682 5.1416 2.1097
H 4.0185 3.7471 3.2923
H 4.1170 3.5738 0.2402
H 4.0518 1.4671 2.4749
H 4.9390 1.2973 0.9474
H 3.8170 0.4773 -1.0063
H 1.7893 -0.3269 -2.0898
H -0.0865 -1.7005 -2.2203
H -0.3570 -0.1411 -3.0491
H -2.2269 -1.6454 -3.5444
H -2.8018 -0.2995 -2.5161
H -1.3418 -3.7475 -1.5096
H -4.7943 -2.9131 0.5920
H -0.6356 2.5975 2.5804
H -2.0336 1.5160 2.8063
H -0.4183 0.9991 3.3497
H 1.5495 1.7967 2.3443

***

two.
36
Properties=species:S:1:pos:R:3 method="wB97M-V/def2-TZVPD" lumo_ev=-1.446 homo_energy_ev=-8.72
C -4.4073 0.7438 2.4121
O -3.6245 -0.3808 2.8722
C -2.2936 -0.4106 2.5751
C -1.6087 -1.6254 2.8485
C -0.3015 -1.7754 2.4292
C 0.3862 -0.7432 1.7857
C 1.8060 -1.0040 1.3220
C 2.7888 -0.1595 2.0169
C 4.1499 -0.4556 1.9682
N 5.2880 -0.7499 1.9300
C 2.4455 1.0136 2.6966
N 2.1635 1.9757 3.3012
C -0.2663 0.4815 1.5871
C -1.5955 0.6706 1.9632
H -5.4208 0.4828 2.7170
H -4.0785 1.6703 2.9029
H -4.3460 0.8512 1.3194
H -2.1378 -2.4149 3.3896
H 0.2318 -2.7102 2.5861
H 2.0546 -2.0770 1.3653
H 0.2434 1.3220 1.1095
H -2.0955 1.6478 1.8386
C 4.6462 -0.7407 -3.2621
C 3.3080 -0.4969 -2.6195
O 2.3482 -1.3119 -3.2866
C 3.2891 -0.7541 -1.1308
N 1.8626 -0.8182 -0.7858
H 5.4337 -0.1369 -2.7958
H 4.9241 -1.8012 -3.1742
H 4.5849 -0.4786 -4.3252
H 3.0354 0.5671 -2.7172
H 1.5913 -1.3680 -2.6636
H 3.7913 -1.6925 -0.8730
H 3.8339 0.0332 -0.5881
H 1.7642 -0.5767 0.2191
H 1.4991 0.0627 -1.2034

***

Relative stability in hartree, measured from the most stable structure: one 0.0000; two 0.1295